DFT (wB97M-V/def2-TZVPD) results for a cluster of 2 separate species, C3H8FNS in total.

XYZ file:
```
14
Properties=species:S:1:pos:R:3:forces:R:3:nbo_charge:R:1
C -1.658928 0.951476 -0.326510 2.4 1.1 1.6 -0.67
C -1.033511 0.182794 0.846774 2.2 0.8 -2.2 -0.41
C 1.147635 -0.578044 0.103691 -2.5 1.2 1.3 0.39
N 1.060964 -1.592728 -0.803380 -0.4 0.2 0.2 -0.87
F 1.584928 -0.921460 1.361502 0.1 -0.8 -0.8 -0.36
S 1.900642 0.952694 -0.378166 0.5 -0.6 -2.1 -0.01
H -1.862572 0.429933 -1.227664 0.2 -0.7 -0.8 0.21
H -0.949912 1.836706 -0.465017 -0.7 -1.1 -0.5 0.21
H -2.557229 1.448860 -0.069614 -1.3 0.4 0.6 0.21
H -0.638267 0.893869 1.597773 -0.5 -1.2 0.0 0.19
H -1.169433 -0.870335 0.957790 -0.5 -0.2 0.7 0.20
H 1.118086 -1.389242 -1.755044 0.0 1.0 -1.5 0.39
H 1.310674 -2.529522 -0.697282 0.4 -1.4 1.3 0.40
H 1.746929 1.185004 0.855144 0.0 1.4 2.2 0.13
```
Forces are in eV/Å.

Computed properties:
ΔE to the lowest compared entry with this formula, charge and spin: 344.00 kJ/mol
Kohn-Sham gap (alpha / beta): 7.82 / 7.64 eV
E: -671.77148 a.u.
Highest occupied orbital energy (alpha / beta): -0.2614 / -0.2525 Eh